Entry from OMol25: a molecular structure, C28H14Br2ClIN7O3Ru at a distorted geometry (ωB97M-V with the def2-TZVPD basis set).

Calculated values
2S+1: 2
Energy (a.u.): -7685.14578
Energy above the lowest of the compared OMol25 structures with the same formula, charge and spin (kcal per mole): 67.48
Lowest unoccupied orbital energy (spin up / spin down) (eV): -1.6158 / -1.8472
HOMO-LUMO gap (spin up / spin down) (eV): 6.39 / 6.21
Expectation value of S²: 0.7628

Positions of all 57 atoms, in Å:
Ru: 0.32502 0.01305 -0.52982
Cl: -3.01560 3.74263 4.65419
C: -2.08806 2.60859 3.72171
C: -1.55393 1.50748 4.33030
C: -0.78524 0.58665 3.60021
I: 0.01980 -1.10053 4.52238
C: -0.52076 0.74969 2.25035
O: 0.22399 -0.07496 1.56183
C: -1.12241 1.87779 1.62937
N: -0.92563 1.96065 0.30288
C: -1.44854 2.95339 -0.37045
C: -2.19400 3.96969 0.24983
C: -2.41083 3.90698 1.59937
C: -1.89142 2.82222 2.33973
H: -1.71918 1.34611 5.38657
H: -1.27015 2.96538 -1.44133
H: -2.57554 4.78972 -0.34212
H: -2.97664 4.67214 2.11256
C: 3.51658 0.52487 0.79787
C: 3.39340 -0.84505 0.20725
C: 4.51618 -1.70320 0.17277
C: 4.40463 -2.96116 -0.33755
C: 3.16235 -3.41019 -0.83903
C: 2.91808 -4.67992 -1.40604
Br: 4.29246 -5.98228 -1.47696
C: 1.68271 -4.99078 -1.90081
C: 0.63804 -4.06231 -1.81209
Br: -1.08102 -4.50636 -2.45556
C: 0.79455 -2.82349 -1.21658
O: -0.18236 -1.98393 -1.02684
C: 2.09450 -2.49743 -0.77683
N: 2.23185 -1.24553 -0.26747
H: 4.01228 0.47743 1.76754
H: 2.53375 0.97122 0.93100
H: 4.12811 1.15914 0.15154
H: 5.46136 -1.34509 0.55721
H: 5.25987 -3.62260 -0.36249
H: 1.50562 -5.95374 -2.35820
N: -7.10809 -1.20820 -1.43164
C: -5.97857 -1.02401 -1.34309
C: -4.56550 -0.77415 -1.22248
C: -3.86342 -1.23177 -0.11387
C: -2.52150 -0.91954 -0.01360
N: -1.89367 -0.19718 -0.94024
C: -2.55446 0.21378 -2.01829
C: -3.89761 -0.04890 -2.20232
H: -4.34846 -1.82654 0.64592
H: -1.92410 -1.25602 0.82425
H: -1.98494 0.76628 -2.75433
H: -4.41155 0.29357 -3.08834
O: 1.34911 0.62174 -2.47600
N: 1.17281 1.56449 -1.64521
C: 2.07324 2.47477 -1.40669
C: 3.31632 2.51946 -2.11545
N: 4.32738 2.52699 -2.66076
C: 1.81518 3.45178 -0.39253
N: 1.64401 4.23717 0.42837

---

Entry from OMol25: a molecular structure, C28H16F6N7O2PPtSe at a distorted geometry (ωB97M-V with the def2-TZVPD basis set).

Calculated values
2S+1: 6
Energy (a.u.): -5070.72022
Net charge: +3
Energy above the lowest of the compared OMol25 structures with the same formula, charge and spin (kcal per mole): 28.82
Lowest unoccupied orbital energy (spin up / spin down) (eV): -9.7931 / -12.5701
HOMO-LUMO gap (spin up / spin down) (eV): 7.47 / 4.75
Expectation value of S²: 8.8003

Positions of all 62 atoms, in Å:
Pt: 0.75258 -0.27352 -0.00982
O: -1.22923 -7.14392 1.18878
C: -1.81262 -8.09528 1.58934
O: -2.16354 -9.07191 2.04546
C: -0.18516 -3.62092 3.32607
C: 0.09454 -4.05769 2.05549
C: 0.43880 -3.13312 1.12774
N: 0.61875 -1.84906 1.49032
C: 0.54748 -1.43903 2.71125
C: 0.16696 -2.31792 3.72354
C: 1.11459 -0.06377 2.90880
C: 1.21422 0.70187 4.13367
C: 2.04497 1.82622 4.21663
C: 2.50356 2.35109 3.02350
C: 2.22838 1.64411 1.82869
N: 1.55491 0.50954 1.76466
C: 0.70701 -3.36835 -0.33481
C: 0.80833 -4.64317 -0.91000
C: 1.22130 -4.72482 -2.22977
C: 1.50090 -3.57719 -2.93747
C: 1.55901 -2.34255 -2.24738
N: 1.12409 -2.31575 -0.99529
H: -0.14902 -5.10828 1.68471
H: -0.02289 -2.01120 4.73654
H: 0.85437 0.30612 5.08950
H: 2.11594 2.26105 5.25140
H: 3.01865 3.22387 2.92468
H: 2.37590 1.97513 0.86161
H: 0.58740 -5.55509 -0.28702
H: 1.31982 -5.65811 -2.76194
H: 1.75748 -3.63633 -3.98460
H: 1.87386 -1.44773 -2.74642
Se: -3.06059 5.02407 -3.94480
N: -3.53872 3.82048 -2.70898
C: -2.48231 3.05958 -2.52568
C: -2.56179 1.96283 -1.69129
C: -3.69289 1.50202 -0.96593
C: -3.62334 0.40687 -0.14775
C: -2.36209 -0.17793 0.01356
N: -1.27122 0.26351 -0.61218
C: -1.32831 1.32775 -1.42902
C: -0.05255 1.68355 -2.09237
N: 1.00751 0.97676 -1.73390
C: 2.21808 1.27748 -2.22842
C: 2.35545 2.30445 -3.16904
C: 1.24050 2.99124 -3.55071
C: 0.02529 2.71827 -2.96137
C: -1.20995 3.50674 -3.22069
N: -1.30505 4.56125 -3.96029
H: -4.63661 2.12510 -1.06724
H: -4.39411 -0.00356 0.49498
H: -2.28142 -1.00679 0.73467
H: 3.11307 0.93676 -1.81264
H: 3.29562 2.48382 -3.63641
H: 1.27830 3.72238 -4.32605
F: 0.26094 2.74767 0.24733
P: -0.80621 3.63590 1.25084
F: -0.27238 2.76648 2.51929
F: 0.38072 4.68731 1.38885
F: -1.27944 4.34808 -0.16862
F: -1.81282 2.40885 0.98232
F: -1.74503 4.59483 2.08371

---

Entry from OMol25: a molecular structure, C28H18BrF4NNiPS (ωB97M-V with the def2-TZVPD basis set).

Calculated values
2S+1: 3
Energy (a.u.): -6353.69665
Net charge: +1
Lowest unoccupied orbital energy (spin up / spin down) (eV): -2.8920 / -4.0954
HOMO-LUMO gap (spin up / spin down) (eV): 7.84 / 6.65
Expectation value of S²: 2.0117

Positions of all 55 atoms, in Å:
Ni: 0.77693 1.29703 -0.21949
C: 1.95496 -1.53617 1.29622
C: 2.93184 -0.76212 0.46747
C: 4.18683 -1.35184 0.18946
C: 5.12246 -0.65339 -0.50165
C: 4.85588 0.67542 -0.90422
C: 5.81762 1.47289 -1.56611
C: 5.51291 2.76080 -1.89308
C: 4.24884 3.29626 -1.56654
C: 3.29245 2.54939 -0.93098
S: 1.72867 3.24857 -0.48948
C: 3.59161 1.20452 -0.60195
N: 2.62544 0.44788 0.04351
H: 1.65606 -2.46200 0.80063
H: 1.07315 -0.95289 1.53761
H: 2.43502 -1.81794 2.23556
H: 4.37917 -2.35647 0.54104
H: 6.08537 -1.09503 -0.73143
H: 6.78753 1.05032 -1.79601
H: 6.23953 3.38347 -2.39774
H: 4.02400 4.32561 -1.81679
F: -2.66603 -2.68770 -4.82768
C: -2.34045 -2.07529 -3.70602
C: -3.09763 -2.26621 -2.56806
F: -4.15177 -3.06390 -2.60374
C: -2.75058 -1.61430 -1.39744
F: -3.54562 -1.82320 -0.34939
C: -1.64138 -0.78313 -1.30736
P: -1.19472 0.07903 0.23959
C: -2.48387 1.32394 0.48236
C: -3.74289 0.98781 0.98461
C: -4.71907 1.96090 1.11718
C: -4.45090 3.27394 0.74759
C: -3.20265 3.61802 0.25229
C: -2.22097 2.64466 0.12391
C: -1.38289 -1.11197 1.58413
C: -1.62024 -0.61806 2.86527
C: -1.67843 -1.49055 3.94326
C: -1.49305 -2.85141 3.74741
C: -1.23882 -3.34264 2.47331
C: -1.17673 -2.47523 1.39429
C: -0.91273 -0.59565 -2.48435
Br: 0.53584 0.62504 -2.59976
C: -1.24637 -1.22543 -3.66307
F: -0.55157 -1.03354 -4.77700
H: -3.95624 -0.02967 1.28305
H: -5.69078 1.69636 1.51193
H: -5.21690 4.03120 0.85252
H: -2.98554 4.63991 -0.02771
H: -1.25248 2.94846 -0.26232
H: -1.76985 0.44273 3.02709
H: -1.87246 -1.10456 4.93496
H: -1.54574 -3.53092 4.58767
H: -1.09322 -4.40358 2.31887
H: -0.96955 -2.86938 0.40655

---

> Number 3 is which compound?

C28H18BrF4NNiPS

---

> What is the formula in the first record?

C28H14Br2ClIN7O3Ru

---

> Which of these has the lowest expectation value of S²?

C28H14Br2ClIN7O3Ru

---

> Number 3 is which compound?

C28H18BrF4NNiPS